{"formula": "C43H58ClF6IN10O19S2", "method": "wB97M-V/def2-TZVPD", "orbital_gap_ev": 6.29, "smiles": "COCCCc1c(CCC(F)=C(F)F)cc2c(c1CCCSC(=S)n1ccnc1)C(=O)c1c(C[C@@H](C)I)cc(Cl)c(CCC(F)(F)F)c1C2=O.C[N+](=O)[O-].C[N+](=O)[O-].C[N+](=O)[O-].C[N+](=O)[O-].C[N+](=O)[O-].C[N+](=O)[O-].C[N+](=O)[O-].C[N+](=O)[O-]", "lumo_energy_ev": -0.993, "energy_ha": -5802.5091, "max_force_ha_per_bohr": 0.119, "symbols": ["C", "O", "C", "C", "C", "C", "C", "C", "C", "C", "F", "C", "F", "F", "C", "C", "C", "C", "C", "C", "C", "S", "C", "S", "N", "C", "C", "N", "C", "C", "O", "C", "C", "C", "C", "C", "I", "C", "C", "Cl", "C", "C", "C", "C", "F", "F", "F", "C", "C", "O", "H", "H", "H", "H", "H", "H", "H", "H", "H", "H", "H", "H", "H", "H", "H", "H", "H", "H", "H", "H", "H", "H", "H", "H", "H", "H", "H", "H", "H", "H", "H", "H", "H", "H", "C", "N", "O", "O", "H", "H", "H", "C", "N", "O", "O", "H", "H", "H", "C", "N", "O", "O", "H", "H", "H", "C", "N", "O", "O", "H", "H", "H", "C", "N", "O", "O", "H", "H", "H", "C", "N", "O", "O", "H", "H", "H", "C", "N", "O", "O", "H", "H", "H", "C", "N", "O", "O", "H", "H", "H"], "coordinates": [[5.30081, -0.82252, -2.17159], [4.83911, -1.84794, -3.08564], [3.74783, -1.39710, -3.92872], [2.64593, -2.56396, -3.96654], [1.25104, -2.20990, -3.24595], [1.36712, -1.20646, -2.01096], [2.19114, -1.62122, -0.72951], [2.87359, -3.06055, -0.64070], [1.69157, -4.18240, -0.49250], [1.82982, -5.37311, -1.54803], [3.08393, -6.06449, -1.69554], [0.77366, -5.86023, -2.37415], [1.00903, -6.37461, -3.69186], [-0.59495, -5.85006, -1.98105], [2.29746, -0.61090, 0.47590], [1.65514, 0.78995, 0.43496], [0.82871, 1.21498, -0.83262], [0.69003, 0.21195, -2.00114], [-0.18372, 0.61010, -3.27670], [-1.52292, -0.27207, -3.27240], [-2.53483, 0.05347, -2.05798], [-2.15504, -0.92681, -0.50544], [-2.37150, 0.13696, 0.99454], [-3.10254, 1.66419, 0.85570], [-1.97456, -0.23898, 2.39638], [-0.75129, -0.83829, 2.93438], [-1.05262, -0.87058, 4.46439], [-2.38269, -0.33709, 4.76932], [-2.89650, 0.03182, 3.48549], [0.18100, 2.69361, -0.82133], [-0.95577, 2.94746, -1.29102], [1.11157, 3.81216, -0.11697], [1.19255, 5.24371, -0.69510], [0.38700, 5.79635, -1.95525], [1.33818, 6.39135, -3.13429], [2.66586, 5.48691, -3.21240], [0.27604, 6.06504, -5.05111], [2.13297, 6.26666, 0.03662], [2.95651, 5.85002, 1.29998], [4.02806, 7.16944, 2.00312], [2.86774, 4.40065, 1.91772], [3.71035, 3.98090, 3.22246], [3.54393, 5.00155, 4.45553], [4.92305, 5.56792, 5.03548], [4.74759, 6.86845, 5.62872], [5.94878, 5.73498, 4.06425], [5.43486, 4.64249, 6.01312], [1.93814, 3.38578, 1.15902], [1.73175, 1.86487, 1.63333], [1.59563, 1.49494, 2.82392], [5.00167, 0.24218, -2.45070], [6.45956, -0.84973, -2.21492], [5.03911, -1.10728, -1.08413], [3.34427, -0.35828, -3.68228], [4.18137, -1.32239, -5.00279], [2.39642, -2.74463, -5.08302], [3.11334, -3.55860, -3.60735], [0.53847, -1.84384, -4.07761], [0.81315, -3.21103, -2.86831], [3.56052, -3.19092, 0.26713], [3.48162, -3.35629, -1.55926], [0.64547, -3.73575, -0.63698], [1.74179, -4.66483, 0.55408], [2.87497, -0.93926, 1.39546], [-0.34639, 1.73522, -3.35527], [0.42781, 0.29245, -4.20850], [-1.35882, -1.40118, -3.27600], [-2.07808, -0.02308, -4.25449], [-3.57381, -0.32038, -2.40173], [-2.65154, 1.17417, -1.87888], [0.16719, -1.15517, 2.34960], [-0.36315, -1.22667, 5.29647], [-3.93846, 0.48032, 3.42829], [-0.30820, 5.04183, -2.45004], [-0.22524, 6.69674, -1.57231], [1.52174, 7.51336, -3.06199], [3.36344, 5.68113, -2.33260], [3.16028, 5.71301, -4.23199], [2.30542, 4.38848, -3.26123], [2.20710, 7.33998, -0.35216], [4.80439, 3.88034, 2.85712], [3.43064, 2.94071, 3.61897], [2.90494, 5.92371, 4.17687], [2.99778, 4.52140, 5.35189], [-2.64796, -4.98557, 2.44766], [-1.91965, -3.72346, 2.74253], [-1.86602, -3.36048, 3.89650], [-1.42441, -3.13485, 1.79964], [-3.03200, -5.39420, 3.37756], [-3.46301, -4.74309, 1.76676], [-1.93900, -5.67357, 1.98758], [2.71342, -2.63181, 4.82865], [2.36156, -3.30287, 3.55038], [1.96923, -4.45535, 3.61036], [2.49174, -2.64548, 2.52812], [2.54971, -3.32960, 5.64779], [3.76255, -2.34386, 4.77048], [2.06832, -1.75903, 4.92975], [-4.70957, 0.71959, -6.62283], [-4.37937, -0.39173, -5.69304], [-4.40367, -0.14943, -4.49664], [-4.10646, -1.46843, -6.19533], [-4.92971, 1.61174, -6.03922], [-3.84255, 0.88100, -7.26271], [-5.57893, 0.41431, -7.20394], [-2.14521, -4.05724, -8.55310], [-1.41165, -2.80350, -8.23971], [-1.35673, -2.46465, -7.06965], [-0.91704, -2.20407, -9.18097], [-2.52895, -4.48014, -7.62640], [-2.96143, -3.80037, -9.22723], [-1.44092, -4.74027, -9.02661], [-6.93938, -6.19949, 2.28557], [-5.77129, -5.79281, 3.10969], [-4.82917, -6.57086, 3.17415], [-5.83773, -4.70994, 3.66274], [-6.74151, -7.17985, 1.85593], [-7.80810, -6.23390, 2.94198], [-7.06461, -5.45280, 1.50214], [-4.20077, -8.66724, 6.00769], [-5.26701, -9.48313, 6.64516], [-6.42491, -9.17183, 6.41474], [-4.90418, -10.40715, 7.35405], [-4.66633, -7.88608, 5.40953], [-3.59712, -8.23448, 6.80463], [-3.60911, -9.33245, 5.37987], [-1.22451, 9.96701, -3.96845], [-1.67555, 8.84587, -3.10408], [-0.91909, 8.48524, -2.21371], [-2.76887, 8.36911, -3.34798], [-0.23902, 10.29046, -3.63803], [-1.18607, 9.59689, -4.99246], [-1.94983, 10.77330, -3.86563], [1.12309, 4.86198, 8.62337], [0.76428, 4.19650, 7.34378], [0.36959, 3.04505, 7.40252], [0.89273, 4.85729, 6.32387], [0.96071, 4.16163, 9.44062], [2.17290, 5.14732, 8.56225], [0.48126, 5.73565, 8.73051]]}

{"formula": "C43H58GeN4O4RuSe", "method": "wB97M-V/def2-TZVPD", "orbital_gap_ev": [3.79, 4.55], "s_squared": 8.803, "multiplicity": 6, "lumo_energy_ev": [1.981, 0.746], "energy_ha": -6766.4819, "total_charge": -1, "max_force_ha_per_bohr": 0.080, "de_lowest_kcal_mol": 50.7, "symbols": ["Ru", "C", "C", "C", "C", "C", "C", "C", "C", "C", "C", "C", "C", "C", "C", "C", "C", "N", "C", "C", "C", "N", "C", "C", "C", "N", "C", "C", "C", "C", "C", "C", "C", "C", "C", "C", "C", "C", "N", "C", "C", "H", "H", "H", "H", "H", "H", "H", "H", "H", "H", "H", "H", "H", "H", "H", "H", "H", "H", "H", "H", "H", "H", "H", "H", "H", "H", "H", "H", "H", "H", "H", "H", "H", "H", "H", "H", "H", "H", "H", "H", "H", "H", "H", "H", "O", "C", "O", "C", "O", "O", "C", "Ge", "C", "C", "C", "Se", "C", "H", "H", "H", "H", "H", "H", "H", "H", "H", "H", "H", "H", "H", "H"], "coordinates": [[0.18356, -0.40424, -0.00170], [-3.12450, -5.54675, -0.18263], [-3.69830, -4.44061, -1.07265], [-2.66685, -3.33224, -1.36960], [-1.95737, -3.13920, -2.48447], [-2.16684, -3.84730, -3.79263], [-3.56919, -3.83790, -4.43427], [-0.83947, -2.32737, -2.13166], [0.34691, -2.24266, -2.89026], [1.55631, -1.58162, -2.49509], [2.92788, -1.75357, -2.88308], [3.37637, -2.69735, -3.96195], [3.24244, -4.20638, -3.65374], [3.69176, -0.78680, -2.20954], [2.79610, -0.11162, -1.31445], [3.25786, 0.91650, -0.47690], [2.69753, 1.28508, 0.72975], [1.46734, 0.83949, 1.11962], [1.16289, 1.40877, 2.33961], [-0.05382, 1.23515, 3.07709], [-0.72799, -0.02730, 3.03099], [-0.86987, -0.74537, 1.83072], [-1.87527, -1.70233, 2.09772], [-2.51913, -2.50461, 1.08949], [-2.12011, -2.54177, -0.28974], [-1.01983, -1.87863, -0.84448], [-2.25250, -1.72337, 3.50292], [-1.54087, -0.61853, 4.02318], [-1.65960, -0.15595, 5.45259], [-0.65243, -0.81460, 6.36367], [-2.98065, -2.79398, 4.17567], [-2.06927, -4.07627, 4.08902], [2.23621, 2.29996, 2.71565], [3.24085, 2.18668, 1.77466], [4.65502, 2.61591, 1.85503], [5.44109, 2.05832, 2.97855], [2.27207, 3.25592, 3.91453], [1.82929, 2.69589, 5.27532], [1.53409, -0.67336, -1.44275], [5.02946, -0.38068, -2.66229], [6.16152, -1.08774, -1.95080], [-3.84248, -6.39231, -0.08790], [-2.88611, -5.21749, 0.82443], [-2.15510, -5.97354, -0.57276], [-4.48913, -3.93020, -0.51223], [-4.07072, -4.86116, -2.00801], [-1.78354, -4.83788, -3.71572], [-1.46374, -3.39367, -4.49873], [-3.96623, -4.81563, -4.66714], [-3.65193, -3.37244, -5.42735], [-4.32008, -3.33072, -3.85368], [0.52182, -2.99482, -3.64515], [4.38393, -2.50067, -4.19753], [2.79162, -2.60071, -4.87813], [3.57181, -4.48293, -2.64046], [3.74481, -4.86070, -4.39931], [2.17845, -4.53863, -3.73220], [4.11524, 1.47419, -0.89476], [-0.35247, 1.97756, 3.80323], [-3.26426, -3.28648, 1.47515], [-2.66716, -0.47646, 5.82128], [-1.58991, 0.93209, 5.43620], [-0.81710, -1.90688, 6.45459], [-0.63300, -0.38013, 7.40836], [0.40153, -0.68509, 6.04427], [-4.00971, -2.89812, 3.75566], [-3.12151, -2.55233, 5.22518], [-1.82002, -4.34601, 3.09381], [-2.57948, -5.00205, 4.49868], [-1.18392, -3.87301, 4.65460], [4.76602, 3.72767, 1.91074], [5.06081, 2.29848, 0.86772], [4.96647, 2.20624, 3.92919], [6.47793, 2.53092, 3.05705], [5.62976, 0.99003, 2.90044], [1.51914, 4.06902, 3.78306], [3.27088, 3.71507, 4.02611], [0.85568, 2.23739, 5.28384], [1.97481, 3.45820, 6.11856], [2.48726, 1.89760, 5.54956], [5.07235, 0.71840, -2.46328], [5.03678, -0.57685, -3.73834], [6.35555, -0.75816, -0.90058], [7.13918, -1.01344, -2.47266], [6.07451, -2.16608, -1.90646], [-7.29702, -0.60675, 0.83007], [-6.81741, -1.25911, 1.70235], [-6.30937, -2.10517, 2.38669], [-0.06664, -1.45600, -5.98326], [1.01165, -1.92016, -5.86324], [-1.11398, -0.86616, -5.98474], [0.02681, 6.00333, -3.86987], [-0.75526, 5.86662, -2.00340], [-1.56849, 7.60082, -1.64081], [0.66628, 5.34330, -0.71519], [-2.10965, 4.35292, -2.17431], [-3.07254, 4.35195, -0.55104], [-4.93460, 4.11311, -1.38533], [1.11726, 6.07037, -3.76523], [-0.24356, 6.94774, -4.38935], [-0.25469, 5.12067, -4.47715], [-0.92778, 8.31554, -1.07008], [-2.45578, 7.48517, -0.97070], [-1.94475, 8.07591, -2.60723], [1.56598, 5.97602, -0.82892], [0.90122, 4.30130, -0.89463], [0.23890, 5.31923, 0.27659], [-1.66203, 3.33879, -2.32177], [-2.78309, 4.55212, -3.04119], [-4.82666, 3.34064, -2.14869], [-5.37021, 5.06074, -1.61834], [-5.48610, 3.65122, -0.49170]]}

{"formula": "C43H59AsN2NiOSSi2Te", "method": "wB97M-V/def2-TZVPD", "orbital_gap_ev": [6.40, 6.20], "s_squared": 3.780, "multiplicity": 4, "lumo_energy_ev": [2.287, 1.777], "energy_ha": -6848.0931, "total_charge": -1, "max_force_ha_per_bohr": 0.014, "de_lowest_kcal_mol": 7.5, "symbols": ["Ni", "C", "C", "C", "C", "C", "C", "C", "C", "S", "C", "N", "C", "C", "C", "C", "C", "C", "C", "C", "H", "H", "H", "H", "H", "H", "H", "H", "H", "H", "H", "H", "H", "H", "H", "H", "C", "C", "O", "N", "Te", "C", "C", "C", "C", "C", "C", "C", "C", "C", "C", "C", "C", "C", "C", "C", "C", "C", "C", "H", "H", "H", "H", "H", "H", "H", "H", "H", "H", "H", "H", "H", "H", "H", "H", "H", "H", "H", "H", "H", "H", "H", "H", "H", "C", "Si", "C", "C", "As", "Si", "C", "C", "C", "H", "H", "H", "H", "H", "H", "H", "H", "H", "H", "H", "H", "H", "H", "H", "H", "H", "H"], "coordinates": [[0.78370, 0.07609, 0.42737], [-3.38478, -1.38178, 5.84420], [-3.04237, -0.07523, 5.11578], [-3.55567, 1.12007, 5.92914], [-3.75152, -0.08279, 3.76255], [-1.52573, 0.03115, 4.96498], [-0.71849, 0.01898, 6.11937], [0.65909, 0.04392, 6.05951], [1.26222, 0.08298, 4.80635], [2.94129, 0.00194, 4.36712], [2.48654, 0.03268, 2.68469], [1.20723, 0.12630, 2.47786], [0.48129, 0.13389, 3.65215], [-0.91103, 0.10826, 3.72948], [3.40812, -0.06902, 1.55750], [4.79271, -0.10773, 1.73368], [5.60893, -0.22643, 0.62465], [5.02742, -0.30820, -0.63955], [3.64846, -0.25975, -0.79427], [2.78445, -0.13403, 0.29751], [-4.46710, -1.46686, 5.96897], [-2.92663, -1.42797, 6.83380], [-3.03873, -2.24133, 5.26718], [-4.64181, 1.06268, 6.03486], [-3.30805, 2.05831, 5.42833], [-3.12097, 1.14599, 6.93013], [-4.82889, -0.17346, 3.91842], [-3.43041, -0.92011, 3.13846], [-3.57052, 0.84251, 3.21565], [-1.19008, -0.03293, 7.09305], [1.25072, 0.00856, 6.96522], [-1.47198, 0.10441, 2.80480], [5.22984, -0.04164, 2.72565], [6.68562, -0.25400, 0.73749], [5.66339, -0.40547, -1.51344], [3.23946, -0.31533, -1.79636], [0.05329, -3.02259, 2.51014], [-0.74063, -2.44768, 1.33112], [-1.93715, -2.75483, 1.22591], [0.02296, -1.80294, 0.45017], [-0.96311, -1.45554, -1.59275], [-2.00474, -1.61600, -3.55359], [-2.75231, -0.53339, -4.02386], [-2.94642, 0.74004, -3.24322], [-3.33969, -0.61017, -5.28813], [-3.21485, -1.73475, -6.08533], [-3.85189, -1.80369, -7.44776], [-2.50093, -2.81528, -5.58203], [-1.90355, -2.78119, -4.32675], [-1.16640, -4.00367, -3.85200], [0.90027, -1.91107, -2.50666], [1.39783, -1.05257, -3.49857], [0.71453, 0.21837, -3.92411], [2.60097, -1.37208, -4.12869], [3.33595, -2.49263, -3.78351], [4.64708, -2.80701, -4.45185], [2.83474, -3.31602, -2.78555], [1.63001, -3.05465, -2.14214], [1.19222, -4.02308, -1.07782], [0.02815, -4.10978, 2.41081], [-0.44504, -2.75958, 3.44256], [1.08925, -2.68829, 2.52754], [-2.88920, 0.57650, -2.17211], [-3.91849, 1.17956, -3.47300], [-2.17831, 1.47649, -3.49379], [-3.91309, 0.23827, -5.65055], [-4.34188, -0.86331, -7.70036], [-4.60171, -2.59648, -7.49298], [-3.10837, -2.01440, -8.21914], [-2.41296, -3.71848, -6.17940], [-1.46134, -4.87645, -4.43607], [-1.37476, -4.20051, -2.80006], [-0.08641, -3.87602, -3.95071], [0.25579, 0.73316, -3.08015], [-0.06421, 0.01398, -4.66298], [1.44021, 0.89933, -4.37108], [2.98082, -0.69973, -4.89166], [4.92937, -2.02106, -5.15249], [4.59282, -3.74761, -5.00451], [5.44651, -2.90720, -3.71491], [3.39781, -4.19675, -2.49063], [1.59305, -5.01567, -1.29068], [0.10754, -4.08540, -0.99902], [1.55609, -3.69615, -0.10277], [-2.86371, 1.99891, 0.55920], [-1.44618, 3.23179, 0.73692], [-1.26350, 3.63863, 2.57384], [-2.07585, 4.82103, -0.06492], [0.41990, 2.40448, -0.35449], [2.06711, 3.72885, 0.59862], [1.62493, 5.55596, 0.41241], [3.67864, 3.42439, -0.32315], [2.46186, 3.47654, 2.42623], [-3.71296, 2.30213, 1.17887], [-2.58890, 0.97553, 0.82762], [-3.20881, 1.98520, -0.47524], [-2.23974, 3.91705, 2.98662], [-0.58581, 4.48122, 2.73077], [-0.87953, 2.79183, 3.14512], [-2.97605, 5.18230, 0.44251], [-2.32060, 4.64092, -1.11421], [-1.32435, 5.61229, -0.03304], [1.39046, 5.79591, -0.62688], [2.46390, 6.18284, 0.73115], [0.75827, 5.82255, 1.02177], [3.54365, 3.52044, -1.40226], [4.04347, 2.41340, -0.12236], [4.44566, 4.13696, -0.00392], [1.58007, 3.54973, 3.06416], [3.18018, 4.23988, 2.74520], [2.92230, 2.50253, 2.59234]]}

What is the formula in the first record? C43H58ClF6IN10O19S2